{
  "formula": "C28H51BN3O5P3S2",
  "method": "ωB97M-V/def2-TZVPD",
  "e_lumo_ev": 0.114,
  "e_tot_ev": -94789.78111,
  "smiles": "COB(O)c1c(P(C)C)ccc2c1Sc1cc(CP(=O)(O)O)c([PH2]=S)cc1N2.CCN(CC)CC.CCN(CC)CC",
  "spin_multiplicity": 1,
  "species": ["C", "S", "H", "H", "H", "H", "C", "C", "C", "C", "N", "H", "C", "H", "H", "C", "P", "C", "C", "H", "C", "H", "H", "N", "H", "H", "P", "H", "H", "H", "C", "H", "H", "H", "H", "C", "O", "H", "H", "H", "H", "H", "H", "C", "H", "H", "H", "H", "S", "H", "H", "H", "C", "H", "H", "H", "C", "C", "C", "H", "H", "H", "H", "O", "P", "C", "C", "B", "H", "H", "H", "O", "O", "C", "C", "H", "C", "C", "H", "H", "H", "C", "C", "N", "H", "H", "H", "O", "C", "H", "C", "H", "C"],
  "coordinates": [[-4.89, 1.64, 2.17], [-1.50, 4.02, -1.12], [1.21, -3.20, 4.67], [2.05, -3.86, 3.29], [1.26, -3.95, -5.58], [-2.19, -3.27, -4.45], [1.62, 0.22, -4.86], [0.54, 5.82, 1.88], [1.61, -2.92, -5.59], [1.32, -2.34, -6.99], [1.26, -5.26, 4.61], [-1.50, -0.69, -0.03], [0.53, -6.62, 6.54], [2.82, 7.67, -0.78], [2.81, -1.28, -3.88], [-3.22, 2.70, 0.56], [-3.58, -1.14, 1.86], [-0.09, -3.73, 3.05], [-1.12, -3.42, -4.59], [1.91, -1.45, -7.20], [-1.50, 1.37, -0.52], [-0.55, 7.38, -1.43], [2.24, 0.93, -1.22], [-0.39, 1.27, -1.41], [0.20, -4.53, 6.21], [0.31, 6.45, 2.74], [-5.37, 3.26, 2.80], [-3.65, 3.68, 0.72], [2.00, 1.09, -4.30], [1.98, -7.19, 4.42], [0.40, -7.04, 2.98], [-0.69, 1.25, -2.38], [2.36, -6.14, 3.09], [-6.17, 4.16, 1.02], [3.92, 2.63, -0.81], [5.28, 4.83, -1.00], [0.47, 6.64, 0.71], [0.59, 0.44, -5.13], [1.55, 5.41, 2.00], [1.38, -0.81, -3.00], [-0.07, -4.30, 2.12], [-0.20, -6.64, 7.35], [0.13, -6.45, 2.10], [-3.71, 1.58, 1.22], [-4.64, 1.07, 3.07], [-6.07, 3.59, 4.76], [-0.78, -4.14, -3.84], [-1.01, -3.97, 3.59], [-2.95, -1.33, 3.69], [-0.50, -7.16, 3.59], [0.47, -7.58, 6.03], [2.21, 0.16, -5.78], [-2.13, 2.60, -0.29], [5.06, 4.43, -1.99], [-0.18, 5.00, 1.82], [-0.76, -1.40, -5.21], [1.55, -6.41, 3.78], [-1.98, 0.26, 0.14], [1.94, 1.96, -1.11], [-5.77, 1.15, 1.73], [-4.98, -1.16, 1.76], [5.68, 4.02, -0.40], [2.69, -2.98, -5.45], [0.22, 6.83, -1.62], [3.77, 5.52, -0.23], [2.51, 4.28, -0.68], [1.75, -1.04, -4.00], [0.60, 6.09, -0.52], [1.56, -3.08, -7.75], [-0.77, -5.58, 5.19], [2.90, 6.70, -2.26], [-4.27, 4.21, 3.02], [-6.17, 2.87, 4.12], [0.59, 2.29, -1.18], [0.22, 3.62, -1.02], [4.38, 7.42, -1.54], [-3.07, 0.36, 1.00], [1.15, 4.62, -0.75], [0.69, -8.03, 2.63], [1.52, -6.52, 6.99], [-3.11, -2.15, 1.01], [1.15, -3.98, 3.91], [-0.39, -2.09, -4.43], [1.05, -2.24, -4.44], [6.02, 5.63, -1.11], [-0.67, -1.65, -3.47], [-0.14, -2.67, 2.79], [-6.53, 3.81, 1.85], [0.24, -5.45, 5.62], [-0.98, -3.86, -5.57], [2.89, 2.94, -0.87], [0.27, -2.08, -7.11], [3.42, 6.95, -1.34]],
  "lowdin_charge": [-0.19, 1.10, 0.11, 0.11, 0.10, 0.07, -0.08, -0.04, -0.25, -0.08, -0.20, 0.11, -0.09, 0.03, 0.11, -0.05, 0.38, -0.10, -0.09, 0.05, -0.26, 0.11, 0.11, 0.06, 0.12, 0.09, 0.41, 0.09, 0.06, 0.10, -0.08, 0.14, 0.11, 0.09, 0.09, -0.31, 0.04, 0.07, 0.08, 0.09, 0.05, 0.07, 0.05, -0.24, 0.07, 0.10, 0.08, 0.05, 0.14, 0.07, 0.06, 0.06, -0.42, 0.05, 0.09, 0.10, -0.25, -0.02, -0.01, 0.11, -0.02, 0.03, 0.11, 0.15, 0.92, -0.34, -0.25, -0.76, 0.07, 0.10, 0.05, -0.27, -0.11, -0.26, -0.38, 0.04, -0.38, -0.12, 0.07, 0.08, -0.01, -0.25, -0.28, -0.20, 0.03, 0.11, 0.05, -0.12, -0.28, 0.06, -0.08, 0.07, -0.28]
}

---

{
  "formula": "C28H51Cl24IO3",
  "method": "ωB97M-V/def2-TZVPD",
  "e_lumo_ev": -1.011,
  "e_tot_ev": -344642.98608,
  "e_above_lowest_kcal_mol": 40.27,
  "spin_multiplicity": 1,
  "species": ["C", "Cl", "H", "H", "H", "Cl", "H", "H", "C", "O", "H", "Cl", "H", "C", "H", "Cl", "H", "C", "C", "Cl", "C", "H", "H", "H", "C", "H", "Cl", "H", "H", "Cl", "O", "C", "Cl", "Cl", "H", "Cl", "H", "Cl", "H", "H", "H", "Cl", "C", "C", "H", "C", "H", "C", "H", "H", "Cl", "C", "H", "Cl", "C", "H", "C", "C", "C", "H", "Cl", "C", "H", "C", "H", "H", "Cl", "H", "H", "H", "H", "H", "H", "C", "Cl", "C", "Cl", "H", "H", "H", "Cl", "Cl", "Cl", "C", "H", "Cl", "Cl", "C", "H", "H", "H", "C", "C", "H", "H", "Cl", "C", "C", "O", "I", "H", "C", "H", "H", "H", "H", "H"],
  "coordinates": [[1.92, -8.06, -1.17], [-4.76, 8.90, -2.12], [-1.49, 4.35, 6.26], [-3.20, 1.49, 2.04], [9.65, -7.62, 4.98], [-2.21, 10.43, -0.45], [-6.52, -0.06, 1.45], [-2.38, -1.78, -3.81], [-3.44, 3.41, 1.15], [7.55, -1.71, 1.18], [-3.17, 6.92, -6.39], [2.84, -7.79, 2.98], [-2.12, 8.23, 0.37], [-3.85, 4.99, -5.76], [-0.23, 3.22, 4.38], [-0.40, 3.11, 1.08], [-4.44, 4.86, -6.67], [-3.01, -0.76, -2.02], [2.80, -6.87, -1.44], [2.47, -3.35, -2.38], [-6.03, 3.63, -2.14], [-1.08, 2.18, -0.96], [8.00, -7.02, 4.77], [-2.95, 3.89, 2.00], [8.78, -1.31, 0.57], [-8.90, -0.80, 1.89], [2.55, -9.56, -1.89], [-0.06, 2.42, 5.95], [-5.56, 2.88, -4.11], [-3.93, 1.03, -0.15], [6.93, -3.12, -0.51], [-6.39, 2.87, -3.40], [1.48, 4.84, -1.19], [1.14, -0.32, -3.19], [-1.26, 3.94, -0.95], [-1.87, 6.39, -4.50], [1.43, 2.48, -1.07], [-2.98, 4.11, 4.46], [3.53, -1.92, -0.86], [-3.62, -2.62, -2.87], [3.75, -1.39, -2.53], [-2.25, 0.78, -2.50], [3.03, -1.76, -1.81], [-2.90, 8.82, -0.12], [-4.49, 5.31, -4.95], [3.13, -5.19, 3.78], [11.07, -4.20, 0.15], [6.58, -2.11, 0.31], [1.81, -8.23, -0.10], [-3.72, 8.95, 0.58], [-3.23, 3.39, -5.29], [-3.28, -1.64, -3.21], [3.01, -6.77, -2.50], [7.38, -7.83, 2.07], [-8.53, 0.17, 2.21], [-6.88, 3.73, -1.47], [-0.59, 3.12, -0.70], [8.71, -8.29, 3.18], [10.43, -3.35, 0.12], [-7.70, 0.55, 0.28], [-4.55, -0.98, -4.27], [3.53, -6.60, 4.11], [3.17, -6.86, 5.11], [-2.74, 5.99, -6.00], [-3.64, 7.10, -1.13], [-2.55, 8.09, -2.12], [-5.42, 5.27, -2.49], [1.11, -1.21, -1.00], [-9.35, 0.89, 2.17], [-1.96, 1.88, 0.85], [2.31, -5.96, -1.09], [-3.93, -0.52, -1.49], [-2.02, 5.61, -6.72], [-3.34, 8.12, -1.37], [-7.82, 3.56, -4.22], [-7.39, 0.59, 1.32], [9.57, -5.73, 3.59], [3.47, -4.52, 4.57], [0.93, -7.89, -1.60], [0.57, 3.10, -2.48], [-2.95, 4.32, -0.31], [-6.86, 2.26, 1.65], [3.88, -4.63, 2.26], [9.69, -2.43, 0.32], [8.43, -9.24, 3.63], [-8.03, 0.01, 3.91], [-1.33, 1.13, 4.45], [1.89, -0.79, -1.63], [9.27, -0.65, 1.29], [-4.51, 3.51, 1.25], [-5.23, 3.10, -1.62], [0.72, 3.23, -1.41], [-1.89, 3.49, 5.73], [8.61, -0.73, -0.34], [4.62, -6.72, 4.09], [4.36, -6.96, -0.59], [-0.76, 2.67, 5.16], [8.92, -7.25, 4.25], [5.51, -1.57, 0.27], [7.00, -4.88, 0.49], [9.60, -8.43, 2.58], [-3.01, 1.97, 1.09], [-6.63, 1.84, -3.15], [-2.33, -1.25, -1.34], [2.06, -5.10, 3.68], [-2.50, 2.90, 6.42], [2.26, 0.12, -1.16]],
  "lowdin_charge": [-0.66, 0.53, 0.07, 0.06, 0.07, 0.53, 0.06, 0.07, -0.62, -0.02, 0.08, 0.54, 0.07, -0.66, 0.06, 0.65, 0.08, -0.71, -0.67, 0.56, -0.65, -0.01, 0.07, -0.02, -0.17, 0.07, 0.54, 0.07, 0.01, 0.64, -0.52, -0.66, 0.55, 0.53, -0.08, 0.55, 0.05, 0.60, 0.05, 0.07, 0.07, 0.56, -0.65, -0.66, 0.00, -0.65, 0.04, -0.76, 0.05, 0.07, 0.56, -0.65, 0.07, 0.50, -0.66, 0.06, -0.70, -0.64, 0.11, 0.07, 0.54, -0.66, 0.07, -0.64, 0.01, 0.04, 0.58, 0.07, 0.07, -0.05, 0.04, -0.05, 0.07, -0.69, 0.54, -0.66, 0.54, 0.07, 0.07, 0.07, 0.69, 0.57, 0.51, -0.12, 0.08, 0.54, 0.55, -0.65, 0.13, 0.02, 0.01, -0.65, -0.64, 0.14, 0.06, 0.48, -0.65, -0.66, 0.14, 1.04, 0.07, -0.62, 0.07, 0.08, 0.07, 0.07, 0.06]
}